(1)
A molecular structure, C29H28Cl2F5N2O2SeTi in a non-equilibrium geometry, computed with ωB97M-V/def2-TZVPD.

Geometry (Å):
Ti1 1.47 -0.25 0.66
C1 0.94 -2.41 -3.61
C2 1.87 -2.74 -2.44
C3 1.34 -3.92 -1.62
C4 2.27 -1.53 -1.62
C5 3.22 -1.66 -0.60
C6 3.88 -0.55 -0.08
C7 3.54 0.76 -0.45
C8 4.34 1.94 0.01
C9 2.47 0.89 -1.34
C10 1.86 -0.22 -1.91
H1 0.76 -3.32 -4.18
H2 1.39 -1.68 -4.28
H3 -0.03 -2.03 -3.28
H4 2.83 -3.05 -2.88
H5 0.33 -3.74 -1.27
H6 1.96 -4.16 -0.76
H7 1.31 -4.81 -2.25
H8 3.49 -2.64 -0.23
H9 4.66 -0.74 0.65
H10 5.17 2.08 -0.69
H11 4.76 1.78 1.00
H12 3.75 2.85 0.00
H13 2.13 1.88 -1.62
H14 1.07 -0.06 -2.63
O1 -1.77 5.99 0.70
C11 -0.56 5.86 1.41
C12 -0.06 4.46 1.26
C13 1.14 4.06 1.84
C14 1.56 2.76 1.67
N1 0.86 1.85 0.96
C15 -0.29 2.22 0.42
C16 -0.78 3.52 0.55
C17 -1.05 1.16 -0.28
C18 -2.29 1.40 -0.84
C19 -2.97 0.37 -1.47
C20 -4.33 0.59 -2.07
O2 -4.64 1.96 -1.99
C21 -2.36 -0.88 -1.52
C22 -1.13 -1.05 -0.92
N2 -0.48 -0.06 -0.30
H15 -2.12 6.88 0.81
H16 -0.70 6.07 2.48
H17 0.21 6.55 1.04
H18 1.74 4.74 2.42
H19 2.47 2.42 2.13
H20 -1.72 3.81 0.12
H21 -2.75 2.37 -0.81
H22 -5.05 -0.03 -1.52
H23 -4.33 0.23 -3.11
H24 -5.52 2.11 -2.34
H25 -2.85 -1.72 -2.01
H26 -0.65 -2.01 -0.92
Cl1 0.39 0.54 3.83
C23 1.84 -0.35 4.25
Cl2 3.01 -0.31 2.85
H27 1.60 -1.40 4.41
H28 2.34 0.08 5.10
F1 -5.13 -3.70 1.19
C24 -3.85 -3.40 1.32
C25 -3.47 -2.11 1.66
F2 -4.39 -1.17 1.85
C26 -2.13 -1.81 1.79
F3 -1.82 -0.54 2.10
C27 -1.14 -2.75 1.55
Se1 0.72 -2.36 1.76
C28 -1.54 -4.03 1.21
F4 -0.64 -4.99 0.99
C29 -2.88 -4.37 1.10
F5 -3.25 -5.60 0.77

The LUMO energy (spin up / spin down) is -6.9 / -6.6 eV. The orbital gap (spin up / spin down) is 6.8 / 7.1 eV. The highest occupied orbital energy (spin up / spin down) is -0.502 / -0.503 Eh. As for the charge: +2. The value obtained for the max |F| is 1.04 eV/A. The calculation puts the molecular weight at 729.3 g mol⁻¹. Its spin multiplicity is 2. The value obtained for the energy above the lowest of the compared OMol25 structures with the same formula, charge and spin is 0.0 kcal per mole.



(2)
2 unconnected molecules or ions with the total composition C11H14NO in a non-equilibrium geometry, computed with ωB97M-V/def2-TZVPD.

Geometry (Å):
C1 3.25 0.42 -0.26
C2 -3.51 -0.09 -0.39
C3 -2.66 0.77 -1.11
C4 -2.98 -0.82 0.66
C5 -1.35 1.01 -0.68
C6 -1.71 -0.56 1.19
C7 -0.82 0.41 0.52
C8 1.65 -2.73 0.08
C9 1.10 2.66 0.10
C10 0.46 0.59 0.95
C11 1.67 -1.42 -0.66
N1 2.57 -0.54 -0.51
O1 1.36 1.41 0.79
H1 4.29 0.66 -0.41
H2 -4.64 -0.20 -0.67
H3 -3.06 1.17 -1.98
H4 -3.61 -1.52 1.10
H5 -0.65 1.49 -1.41
H6 -1.43 -0.88 2.17
H7 1.84 -3.42 -0.69
H8 0.66 -2.83 0.36
H9 2.54 -2.82 0.81
H10 1.88 3.25 0.29
H11 0.12 3.05 0.40
H12 1.13 2.45 -0.95
H13 0.81 -0.14 1.75
H14 1.08 -1.34 -1.45

The LUMO energy (spin up / spin down) is -4.8 / -4.8 eV. The orbital gap (spin up / spin down) is 6.3 / 6.3 eV. The highest occupied orbital energy (spin up / spin down) is -0.408 / -0.408 Eh. As for the charge: +1. The value obtained for the max |F| is 6.12 eV/A. The calculation puts the molecular weight at 176.2 g mol⁻¹. Its spin multiplicity is 1. The value obtained for the energy above the lowest of the compared OMol25 structures with the same formula, charge and spin is 85.8 kcal per mole.



(3)
C4H11N3OSi in the gas phase in a non-equilibrium geometry, computed with ωB97M-V/def2-TZVPD.

Geometry (Å):
C1 3.03 -1.56 0.24
C2 2.24 -0.96 -0.60
C3 -1.72 0.44 -0.17
C4 -2.55 -1.83 -0.18
N1 -1.92 1.80 0.15
N2 1.52 2.04 -0.33
N3 -2.67 -0.47 -0.23
O1 -0.45 0.06 -0.48
Si1 1.01 0.44 0.11
H1 3.79 -2.26 -0.09
H2 2.92 -1.55 1.36
H3 2.60 -1.05 -1.60
H4 -3.41 -2.40 -0.05
H5 -1.61 -2.36 -0.51
H6 -2.40 1.86 1.11
H7 -1.03 2.28 0.38
H8 2.23 2.58 0.15
H9 0.83 2.51 -0.81
H10 -3.59 -0.03 -0.04
H11 1.20 0.45 1.58

The LUMO energy is 0.6 eV. The orbital gap is 6.4 eV. The highest occupied orbital energy is -0.211 Eh. The value obtained for the max |F| is 3.52 eV/A. The calculation puts the molecular weight at 145.2 g mol⁻¹. Its spin multiplicity is 1.



(4)
3 unconnected molecules or ions with the total composition C3H14NO2S2 in a non-equilibrium geometry, computed with ωB97M-V/def2-TZVPD.

Geometry (Å):
N1 0.64 1.04 1.76
C1 0.76 1.07 0.28
C2 -0.36 2.11 -0.19
C3 0.58 -0.27 -0.11
S1 2.05 -1.27 0.36
S2 1.20 -3.14 0.39
H1 1.07 1.92 2.32
H2 -0.31 0.86 2.12
H3 1.30 0.29 2.09
H4 1.87 1.59 -0.11
H5 -0.52 2.91 0.46
H6 -0.01 2.62 -1.11
H7 -1.22 1.55 -0.52
H8 -0.41 -0.76 0.21
H9 0.65 -0.15 -1.23
H10 0.34 -2.93 -0.60
H11 -0.57 -2.10 -3.48
H12 0.69 -1.34 -3.78
O1 0.05 -1.44 -3.09
H13 -2.28 -1.46 1.75
H14 -3.26 -0.47 1.26
O2 -2.28 -0.61 1.23

The LUMO energy is -3.2 eV. The orbital gap is 8.6 eV. The highest occupied orbital energy is -0.435 Eh. As for the charge: +1. The value obtained for the max |F| is 6.21 eV/A. The calculation puts the molecular weight at 160.3 g mol⁻¹. Its spin multiplicity is 1. The value obtained for the energy above the lowest of the compared OMol25 structures with the same formula, charge and spin is 48.0 kcal per mole.



(5)
A molecular structure, C28H23ClN5O4PSZr in a non-equilibrium geometry, computed with ωB97M-V/def2-TZVPD.

Geometry (Å):
Zr1 -0.19 -0.33 -0.18
Cl1 -0.66 -0.42 2.40
C1 -2.39 -0.91 2.48
C2 -2.75 -1.64 3.59
C3 -4.08 -2.02 3.69
C4 -4.99 -1.66 2.70
C5 -4.58 -0.93 1.59
C6 -3.25 -0.53 1.46
P1 -2.68 0.51 0.08
C7 -3.69 0.09 -1.35
C8 -4.11 1.06 -2.25
C9 -4.78 0.68 -3.40
C10 -5.01 -0.66 -3.67
C11 -4.56 -1.63 -2.79
C12 -3.90 -1.27 -1.63
C13 -3.01 2.20 0.60
C14 -4.33 2.68 0.61
C15 -4.59 3.94 1.10
C16 -3.56 4.74 1.58
C17 -2.26 4.27 1.58
C18 -1.98 3.00 1.09
H1 -2.03 -1.90 4.35
H2 -4.41 -2.59 4.55
H3 -6.03 -1.96 2.79
H4 -5.29 -0.67 0.82
H5 -3.92 2.11 -2.06
H6 -5.12 1.44 -4.10
H7 -5.53 -0.95 -4.58
H8 -4.73 -2.68 -3.01
H9 -3.56 -2.04 -0.95
H10 -5.14 2.06 0.26
H11 -5.61 4.31 1.12
H12 -3.77 5.73 1.96
H13 -1.45 4.88 1.97
H14 -0.96 2.64 1.12
C19 5.11 -1.37 -0.75
C20 4.27 -0.19 -1.08
N1 4.58 0.78 -1.88
N2 3.49 1.62 -1.85
C21 2.52 1.20 -1.07
S1 1.02 1.94 -0.67
N3 3.00 0.05 -0.56
N4 2.25 -0.70 0.36
H15 6.01 -1.34 -1.35
H16 4.58 -2.30 -0.97
H17 5.39 -1.37 0.30
H18 3.50 2.46 -2.41
H19 2.40 -1.69 0.18
H20 2.60 -0.49 1.30
O1 -1.24 -2.73 -7.04
C22 -1.58 -2.42 -5.95
O2 -2.69 -2.41 -5.21
C23 -1.32 -1.87 -4.62
C24 -1.29 -0.43 -4.38
C25 -0.83 0.08 -3.24
N5 -0.38 -0.72 -2.16
C26 -0.38 -2.12 -2.42
C27 -0.79 -2.70 -3.54
C28 0.16 -2.90 -1.26
O3 0.82 -3.88 -1.32
O4 -0.15 -2.25 -0.07
H21 -1.62 0.24 -5.16
H22 -0.77 1.14 -3.08
H23 -0.73 -3.78 -3.64

The LUMO energy is -6.9 eV. The orbital gap is 6.8 eV. The highest occupied orbital energy is -0.501 Eh. As for the charge: +2. The value obtained for the max |F| is 1.29 eV/A. The calculation puts the molecular weight at 683.2 g mol⁻¹. Its spin multiplicity is 1. The value obtained for the energy above the lowest of the compared OMol25 structures with the same formula, charge and spin is 0.0 kcal per mole.



(6)
A molecular structure, C31H28I2NP2Pd, computed with ωB97M-V/def2-TZVPD.

Geometry (Å):
Pd1 -0.79 -0.16 -1.18
C1 -1.43 -3.39 -0.34
P1 0.29 -3.81 -0.89
C2 1.32 -4.01 0.61
C3 2.54 -4.65 0.39
C4 3.45 -4.83 1.42
C5 3.14 -4.39 2.70
C6 1.93 -3.77 2.94
C7 1.02 -3.57 1.90
C8 0.91 -2.16 -1.46
C9 1.35 -1.15 -0.59
C10 1.99 -0.02 -1.11
C11 2.23 0.09 -2.48
C12 1.84 -0.92 -3.34
C13 1.17 -2.03 -2.83
C14 -1.78 -2.31 0.63
C15 -2.28 -2.45 1.91
C16 -2.62 -1.16 2.40
C17 -2.34 -0.28 1.39
C18 -2.45 1.19 1.24
P2 -1.02 1.57 0.21
C19 0.42 1.75 1.25
C20 1.25 2.87 1.13
C21 2.38 2.97 1.93
C22 2.69 1.96 2.82
C23 1.87 0.85 2.94
C24 0.74 0.73 2.15
C25 -1.29 3.10 -0.69
C26 -0.57 3.40 -1.85
C27 -0.82 4.58 -2.54
C28 -1.78 5.47 -2.07
C29 -2.49 5.18 -0.92
C30 -2.25 4.01 -0.22
N1 -1.84 -0.98 0.29
H1 -1.86 -4.33 0.02
H2 -1.94 -3.20 -1.29
H3 2.78 -5.02 -0.60
H4 4.39 -5.32 1.23
H5 3.85 -4.54 3.51
H6 1.67 -3.44 3.94
H7 0.08 -3.09 2.11
H8 1.30 -1.30 0.48
H9 2.35 0.74 -0.43
H10 2.77 0.95 -2.85
H11 2.07 -0.86 -4.40
H12 0.88 -2.83 -3.50
H13 -2.46 -3.39 2.40
H14 -3.06 -0.92 3.35
H15 -2.41 1.72 2.20
H16 -3.35 1.50 0.70
H17 1.00 3.66 0.44
H18 3.02 3.84 1.84
H19 3.58 2.04 3.44
H20 2.12 0.06 3.64
H21 0.10 -0.14 2.24
H22 0.18 2.71 -2.21
H23 -0.25 4.80 -3.43
H24 -1.97 6.38 -2.61
H25 -3.23 5.88 -0.55
H26 -2.81 3.79 0.68
I1 -1.40 0.31 -3.87
C31 -3.17 1.48 -3.73
I2 -4.47 0.97 -2.16
H27 -3.69 1.33 -4.67
H28 -2.85 2.51 -3.61

The LUMO energy (spin up / spin down) is -4.3 / -4.3 eV. The orbital gap (spin up / spin down) is 5.9 / 5.9 eV. The highest occupied orbital energy (spin up / spin down) is -0.378 / -0.378 Eh. As for the charge: +1. The value obtained for the max |F| is 0.86 eV/A. The calculation puts the molecular weight at 836.7 g mol⁻¹. Its spin multiplicity is 1. The value obtained for the energy above the lowest of the compared OMol25 structures with the same formula, charge and spin is 0.0 kcal per mole.



(7)
A molecular structure, C28H27InN6O2SSe2 in a non-equilibrium geometry, computed with ωB97M-V/def2-TZVPD.

Geometry (Å):
In1 -0.04 0.71 0.72
Se1 0.60 3.44 2.97
Se2 -1.22 2.25 3.80
C1 -0.37 0.53 3.93
C2 -0.32 -0.06 5.18
C3 0.28 -1.31 5.32
C4 0.84 -1.91 4.21
C5 0.77 -1.26 3.00
N1 0.16 -0.07 2.85
C6 -0.13 3.90 1.25
C7 -0.24 5.24 0.93
C8 -0.76 5.60 -0.31
C9 -1.18 4.60 -1.17
C10 -1.03 3.28 -0.79
N2 -0.50 2.93 0.40
H1 -0.74 0.46 6.03
H2 0.31 -1.78 6.29
H3 1.32 -2.88 4.28
H4 1.21 -1.70 2.11
H5 0.06 5.99 1.65
H6 -0.86 6.64 -0.58
H7 -1.61 4.82 -2.14
H8 -1.35 2.47 -1.43
C11 5.62 -0.87 -0.45
N3 4.45 -0.27 0.21
C12 3.32 0.16 -0.32
S1 2.39 1.23 0.72
N4 2.91 -0.12 -1.54
C13 3.43 -1.09 -2.51
H9 6.40 -0.96 0.30
H10 5.99 -0.22 -1.25
H11 5.40 -1.86 -0.84
H12 4.57 -0.04 1.18
H13 2.12 0.43 -1.85
H14 3.45 -2.09 -2.07
H15 4.42 -0.82 -2.87
H16 2.75 -1.10 -3.35
O1 -3.59 0.18 3.17
C14 -3.47 0.16 1.97
N5 -4.42 -0.09 1.02
C15 -3.92 0.04 -0.34
C16 -2.46 0.25 0.01
O2 -1.45 0.29 -0.80
N6 -2.26 0.46 1.27
C17 -4.24 -1.19 -1.17
C18 -5.56 -1.63 -1.19
C19 -5.93 -2.73 -1.94
C20 -4.98 -3.41 -2.70
C21 -3.66 -2.97 -2.70
C22 -3.29 -1.86 -1.94
C23 -4.35 1.36 -1.02
C24 -4.49 1.43 -2.40
C25 -4.80 2.64 -3.00
C26 -4.98 3.78 -2.23
C27 -4.84 3.71 -0.85
C28 -4.52 2.50 -0.25
H17 -5.39 -0.18 1.27
H18 -6.32 -1.11 -0.62
H19 -6.96 -3.06 -1.94
H20 -5.26 -4.27 -3.29
H21 -2.92 -3.48 -3.29
H22 -2.27 -1.52 -1.97
H23 -4.36 0.55 -3.01
H24 -4.92 2.69 -4.07
H25 -5.25 4.72 -2.70
H26 -5.00 4.59 -0.24
H27 -4.43 2.46 0.83

The LUMO energy is -6.3 eV. The orbital gap is 7.2 eV. The highest occupied orbital energy is -0.496 Eh. As for the charge: +2. The value obtained for the max |F| is 1.87 eV/A. The calculation puts the molecular weight at 784.4 g mol⁻¹. Its spin multiplicity is 1. The value obtained for the energy above the lowest of the compared OMol25 structures with the same formula, charge and spin is 0.0 kcal per mole.



(8)
2 unconnected molecules or ions with the total composition C6H6N2O2 in a non-equilibrium geometry, computed with ωB97M-V/def2-TZVPD.

Geometry (Å):
C1 1.55 -0.14 1.08
C2 2.49 0.65 -0.95
C3 -1.88 0.48 -0.58
C4 2.40 -0.31 -0.05
C5 2.92 -1.68 -0.43
C6 -3.99 1.02 0.61
N1 1.00 0.01 2.10
N2 -2.88 1.02 -0.26
O1 2.74 1.36 -1.83
O2 -0.80 0.28 -0.97
H1 2.11 -2.18 -0.96
H2 3.29 -2.23 0.45
H3 3.81 -1.49 -1.11
H4 -3.92 0.12 1.20
H5 -3.91 1.83 1.52
H6 -4.94 1.25 0.18

The LUMO energy is 0.4 eV. The orbital gap is 9.7 eV. Its structure (SMILES) is CC(=C=O)C#N.CN=C=O. The highest occupied orbital energy is -0.341 Eh. The value obtained for the max |F| is 4.35 eV/A. The calculation puts the molecular weight at 138.1 g mol⁻¹. Its spin multiplicity is 1. The value obtained for the energy above the lowest of the compared OMol25 structures with the same formula, charge and spin is 56.9 kcal per mole.



(9)
A molecular structure, C6H7AlF7I2NO5P in a non-equilibrium geometry, computed with ωB97M-V/def2-TZVPD.

Geometry (Å):
C1 2.75 -1.56 0.43
C2 2.26 -1.98 -0.93
I1 2.93 -3.89 -1.47
C3 1.46 -1.24 -1.70
I2 0.76 -1.91 -3.57
N1 1.07 0.07 -1.29
C4 -0.32 0.49 -1.58
P1 -1.56 -0.12 -0.42
O1 -2.84 0.39 -0.90
O2 -1.19 0.42 1.02
O3 -1.41 -1.70 -0.39
C5 2.01 1.04 -1.74
O4 2.24 1.32 -2.85
O5 2.75 1.66 -0.75
C6 2.15 2.15 0.39
F1 1.78 1.21 1.26
F2 3.04 2.93 0.98
F3 1.06 2.88 0.08
H1 1.94 -1.52 1.15
H2 3.50 -2.25 0.79
H3 3.23 -0.58 0.38
H4 -0.63 0.27 -2.59
H5 -0.39 1.57 -1.44
H6 -0.49 -0.09 1.45
H7 -1.78 -2.04 0.44
F4 -4.34 0.72 4.24
Al1 -4.87 0.50 2.65
F5 -4.26 -0.98 2.08
F6 -4.28 1.76 1.69
F7 -6.55 0.50 2.61

The LUMO energy is 1.5 eV. The orbital gap is 8.9 eV. The highest occupied orbital energy is -0.271 Eh. As for the charge: -1. The value obtained for the max |F| is 2.04 eV/A. The calculation puts the molecular weight at 617.9 g mol⁻¹. Its spin multiplicity is 1.



> The lowest molecular weight belongs to which entry?

C6H6N2O2



> What is the max |F| in the third record?

3.52 eV/A



> Among the records above, which one has the highest max |F|?

C3H14NO2S2